# C11H10AlClN

C11H10AlClN as an isolated structure in a non-equilibrium geometry (ωB97M-V/def2-TZVPD, OMol25).

**HOMO-LUMO gap**: 0.267 Eh
**LUMO**: 3.33 eV
**Energy**: -32181.4580 eV

Structure (ORCA input):
```
! RIJCOSX wB97M-V def2-TZVPD def2/J DEFGRID3
* xyz -1 1
C 0.4022 -1.4472 2.4214
C -0.3417 -0.3414 1.8244
C 0.6446 0.6595 1.4695
H -1.4054 -0.1582 1.9877
C 1.9345 0.1332 1.7357
C 1.7831 -1.1628 2.3230
H 2.6100 -1.7658 2.7149
H -0.0179 -2.2992 2.9588
H 0.4299 1.6887 1.1874
H 2.8851 0.6311 1.5359
Al -0.5920 -0.6053 -0.4935
Cl -1.9850 -2.2502 -0.2534
C -0.9086 0.0874 -2.4737
C 0.1233 1.0600 -2.2493
C -0.2989 1.9318 -1.2239
H 1.0154 1.1835 -2.8656
C -1.5512 1.4736 -0.7184
C -2.0040 0.4003 -1.5630
H -3.0329 0.0809 -1.6726
H -0.9816 -0.5584 -3.3474
H 0.1848 2.8733 -0.9610
H -2.1870 2.0161 -0.0209
N 2.1332 -2.1018 -1.3141
C 1.1599 -1.5291 -1.0017
*
```